The following is a quantum chemistry calculation of a molecular structure, C22H25BrN2O9P2Pd, from the OMol25 dataset.

Output
- ΔE to the lowest compared entry with this formula, charge and spin (kcal per mole) = 7.1
- charge = 0

Last column: natural (NBO) charge in e.
Positions of all 62 atoms, in Å:
Pd -0.7322 0.2263 0.7753  1.102
C -0.9082 -2.7207 3.6967  -0.646
C -2.0823 -2.5241 2.7360  -0.510
O -3.1504 -3.4275 3.0131  -0.738
P -2.7580 -0.8464 2.9373  2.392
O -4.0435 -0.7327 2.0288  -0.989
O -3.3119 -0.7163 4.4117  -0.969
O -1.6986 0.1641 2.7006  -1.088
P -1.4820 -2.7986 1.0115  2.372
O -2.7725 -2.2785 0.1362  -1.039
O -1.2833 -4.2409 0.7983  -1.112
O -0.3742 -1.7893 0.7764  -1.115
H -1.2564 -2.6323 4.7261  0.224
H -0.1256 -1.9863 3.5118  0.243
H -0.4973 -3.7200 3.5455  0.234
H -2.8963 -4.2868 2.6465  0.497
H -3.9041 -1.1900 1.1749  0.541
H -4.0583 -1.3060 4.5849  0.524
H -3.1804 -3.0216 -0.3247  0.522
Br 2.0682 0.4345 2.3304  0.121
C 2.2360 0.2672 0.4669  0.161
C 3.4956 0.1042 -0.0848  -0.270
C 3.5966 -0.0153 -1.4584  -0.131
C 2.4431 0.0308 -2.2244  -0.246
C 1.2271 0.1972 -1.5927  0.072
N 1.1246 0.3253 -0.2590  -0.478
H 4.3615 0.0725 0.5581  0.243
H 4.5658 -0.1476 -1.9199  0.229
H 2.4720 -0.0651 -3.2998  0.233
H 0.2959 0.2451 -2.1332  0.251
C -1.6844 2.5015 -8.1225  -0.635
C -2.2240 3.2611 -6.9392  -0.016
C -3.2064 4.2243 -7.1363  -0.231
C -3.7371 4.9324 -6.0693  -0.202
C -3.2904 4.6831 -4.7861  -0.237
C -2.2912 3.7384 -4.5722  0.140
N -1.8398 3.4450 -3.2742  -0.638
C -1.5257 4.3395 -2.2840  0.318
C -1.4383 5.7204 -2.5277  -0.316
C -1.1069 6.6025 -1.5219  -0.156
C -0.8403 6.1560 -0.2293  -0.283
C -0.8968 4.7988 0.0165  -0.123
C -1.2266 3.8797 -0.9835  -0.271
C -1.2085 2.4357 -0.6447  0.780
O -0.9684 2.1702 0.6132  -0.667
O -1.3938 1.5252 -1.4799  -0.733
C -1.7487 3.0180 -5.6446  0.028
C -0.6793 1.9945 -5.3700  -0.659
H -2.2024 2.7975 -9.0335  0.217
H -1.8097 1.4241 -8.0000  0.216
H -0.6189 2.6907 -8.2694  0.215
H -3.5656 4.4131 -8.1408  0.206
H -4.5135 5.6674 -6.2382  0.212
H -3.7185 5.2004 -3.9377  0.221
H -1.7455 2.4763 -2.9882  0.442
H -1.6185 6.0906 -3.5274  0.225
H -1.0472 7.6593 -1.7527  0.211
H -0.5841 6.8525 0.5563  0.214
H -0.6795 4.4076 0.9994  0.235
H 0.0612 2.3969 -4.6775  0.225
H -0.1734 1.6832 -6.2801  0.217
H -1.0993 1.0977 -4.9041  0.217



The following is a quantum chemistry calculation of a molecular structure, C40H40IrN7S4Sb in a non-equilibrium geometry, from the OMol25 dataset.

Output
- ΔE to the lowest compared entry with this formula, charge and spin (kcal per mole) = 43.1
- charge = +4
- 2S+1 = 2

Last column: Löwdin spin population.
Positions of all 93 atoms, in Å:
Ir 0.2625 0.3438 -0.3977  0.000
N 3.8016 2.3446 0.3192  0.000
C 4.2310 1.8439 -0.8880  0.000
C 3.1886 1.1444 -1.4132  0.000
N 2.1308 1.2150 -0.5329  0.000
C 2.5315 1.9529 0.4901  0.000
C 1.5157 2.1731 1.4862  0.000
N 0.3716 1.5349 1.2717  0.000
C -0.4875 1.8901 2.2897  0.000
C 0.1627 2.7445 3.1231  0.000
N 1.4279 2.9148 2.6000  0.000
H 4.3670 2.9031 0.9421  0.000
H 5.2227 2.0272 -1.2674  0.000
H 3.1286 0.6323 -2.3580  0.000
H -1.4970 1.5194 2.3355  0.000
H -0.1578 3.2467 4.0209  0.000
H 2.1458 3.4996 3.0034  0.000
N -2.6274 -1.9417 -2.3121  0.000
C -3.5922 -1.1045 -1.7553  0.000
C -4.9757 -1.0620 -1.9026  0.000
C -5.6288 -0.0637 -1.2152  0.000
C -4.9327 0.8484 -0.3969  0.000
C -3.5649 0.7859 -0.2454  0.000
C -2.8952 -0.2035 -0.9558  0.000
N -1.5337 -0.5013 -1.0426  0.000
C -1.4334 -1.5416 -1.8645  0.000
C -0.1010 -2.0258 -2.1908  0.000
C 0.3610 -3.0517 -2.9439  0.000
S 2.0643 -3.1322 -2.8235  0.000
C 2.0792 -1.7987 -1.7937  0.000
N 0.8877 -1.2908 -1.5556  0.000
H -2.8033 -2.7040 -2.9499  0.000
H -5.5110 -1.7747 -2.5160  0.000
H -6.7041 0.0186 -1.2978  0.000
H -5.4952 1.6099 0.1279  0.000
H -3.0348 1.4655 0.4096  0.000
H -0.1912 -3.7702 -3.5317  0.000
H 2.9905 -1.4028 -1.3712  0.000
C -0.9877 -1.8393 5.1006  0.066
C -1.7174 -2.5600 3.9375  0.047
S -1.4038 -1.8595 2.2920  0.013
C -0.4166 -3.1751 1.5214  0.003
C 1.0141 -3.2911 2.0295  0.034
S 2.0302 -1.8111 1.7227  0.022
C 2.6775 -1.5438 3.3919  0.023
C 1.6330 -0.9968 4.3908  0.074
S 0.7279 -2.2899 5.2268  0.640
H -1.4304 -2.1554 6.0506  0.010
H -1.0654 -0.7562 5.0152  0.003
H -2.7834 -2.4509 4.1353  0.006
H -1.4921 -3.6266 3.9216  0.000
H -0.4344 -2.9639 0.4509  0.000
H -0.9394 -4.1187 1.6817  0.001
H 1.5194 -4.1362 1.5606  0.005
H 1.0127 -3.4867 3.1056  0.017
H 3.4876 -0.8233 3.2903  0.000
H 3.1180 -2.4744 3.7517  0.000
H 0.9257 -0.3114 3.9231  0.002
H 2.1598 -0.4775 5.2047  0.032
C 3.0160 5.0044 -3.7569  0.000
C 2.0880 4.3019 -4.5092  0.000
C 1.0849 3.5721 -3.8802  0.000
C 1.0154 3.5574 -2.4876  0.000
C 1.9567 4.2584 -1.7301  0.000
C 2.9488 4.9853 -2.3664  0.000
Sb -0.5509 2.4620 -1.6402  0.000
C -1.5277 3.8440 -0.4032  0.000
C -2.9033 4.0363 -0.5437  0.000
C -3.5378 5.0318 0.1884  0.000
C -2.8126 5.8172 1.0733  0.000
C -1.4474 5.6117 1.2295  0.000
C -0.8052 4.6240 0.4987  0.000
C -1.7952 2.1574 -3.2874  0.000
C -2.5202 3.2637 -3.7293  0.000
C -3.3581 3.1274 -4.8286  0.000
C -3.4524 1.9109 -5.4891  0.000
C -2.7047 0.8210 -5.0611  0.000
C -1.8712 0.9407 -3.9589  0.000
H 3.7877 5.5793 -4.2515  0.000
H 2.1368 4.3227 -5.5899  0.000
H 0.3605 3.0371 -4.4817  0.000
H 1.8989 4.2797 -0.6501  0.000
H 3.6624 5.5571 -1.7858  0.000
H -3.4832 3.4306 -1.2271  0.000
H -4.5996 5.1982 0.0610  0.000
H -3.3101 6.5940 1.6390  0.000
H -0.8829 6.2372 1.9099  0.000
H 0.2636 4.4977 0.6117  0.000
H -2.4335 4.2279 -3.2433  0.000
H -3.9301 3.9792 -5.1726  0.000
H -4.0896 1.8197 -6.3591  0.000
H -2.7610 -0.1159 -5.6011  0.000
H -1.2641 0.1001 -3.6510  0.000



The following is a quantum chemistry calculation of a molecular structure, C34H49ClO3P4Tc in a non-equilibrium geometry, from the OMol25 dataset.

Output
- ΔE to the lowest compared entry with this formula, charge and spin (kcal per mole) = 59.4
- charge = +2
- 2S+1 = 4

Last column: Löwdin spin population.
Positions of all 92 atoms, in Å:
P -1.9073 -3.1531 -1.3665  0.418
C -2.7019 -3.4952 0.1381  0.056
C -4.1125 -3.6724 -0.0828  0.061
H -4.5209 -3.3622 -1.0338  0.002
C -4.8641 -4.4061 0.8059  -0.006
H -5.8889 -4.6909 0.5335  -0.001
C -4.2710 -4.8186 2.0107  0.064
H -4.8666 -5.4149 2.7097  0.003
C -2.9477 -4.4748 2.3324  0.006
H -2.5485 -4.8041 3.3093  0.000
C -2.1644 -3.7741 1.4181  0.042
H -1.1556 -3.4837 1.6722  0.001
C -2.5007 -1.7245 -2.2700  0.051
C -3.1768 -0.5586 -1.8030  0.043
H -3.1419 -0.3089 -0.7404  0.001
C -3.9101 0.2055 -2.7001  0.002
H -4.5363 1.0334 -2.3590  0.000
C -3.9127 -0.1195 -4.0568  0.051
H -4.5497 0.4327 -4.7536  0.003
C -3.0913 -1.1352 -4.5517  -0.006
H -3.0910 -1.4146 -5.6137  -0.001
C -2.3157 -1.8663 -3.6801  0.050
H -1.6811 -2.6797 -4.0117  0.002
C -0.3129 -3.8964 -1.5136  0.056
C -0.6406 -5.2726 -1.7836  0.045
H -1.6849 -5.5258 -1.7779  0.010
C 0.3306 -6.1877 -2.1314  0.001
H -0.0015 -7.1904 -2.4104  -0.001
C 1.6706 -5.7749 -2.1397  0.020
H 2.4265 -6.5013 -2.4454  0.001
C 2.0288 -4.4767 -1.7605  0.005
H 3.1003 -4.2238 -1.7471  0.000
C 1.0609 -3.5378 -1.4184  0.020
H 1.3568 -2.5538 -1.0886  0.001
Tc 1.1978 1.6814 1.9913  1.015
C 1.4680 2.3952 0.0512  -0.006
C 0.9213 1.8597 -1.0783  0.004
H 2.1186 3.2650 -0.1440  0.002
C 0.1157 0.5898 -0.8948  0.028
O 0.6337 -0.4293 -1.8037  0.013
H 0.0030 -1.1977 -1.7459  0.003
C 0.3781 0.2899 0.4984  0.170
H -0.9763 0.6939 -1.0576  0.007
C 0.3659 0.0128 1.7658  0.007
Cl 0.6274 -0.2342 4.3675  0.603
P 3.3043 0.6081 1.9068  0.010
P -0.9718 2.8280 1.9784  0.008
C 3.9910 0.5185 3.5768  -0.001
H 3.3550 -0.1716 4.1513  0.000
H 3.9471 1.5036 4.0680  0.000
H 5.0303 0.1731 3.5071  -0.001
C 3.2471 -1.1375 1.4158  0.007
H 3.0485 -1.2211 0.3375  0.001
H 2.4394 -1.6182 1.9817  -0.001
H 4.2106 -1.5919 1.6718  0.000
C 4.5768 1.3517 0.8462  -0.003
H 4.6620 2.4223 1.0816  0.000
H 4.2872 1.2246 -0.2060  0.000
H 5.5338 0.8489 1.0430  -0.001
C -1.1256 3.8172 3.5047  -0.001
H -0.4393 4.6710 3.4358  0.000
H -0.8379 3.1748 4.3476  0.000
H -2.1578 4.1638 3.6100  0.000
C -1.3929 4.0014 0.6393  -0.002
H -1.5324 3.4606 -0.3060  0.000
H -0.5705 4.7181 0.5184  0.000
H -2.3140 4.5485 0.8837  0.000
C -2.4382 1.7401 2.0553  0.005
H -2.1818 0.8725 2.6736  -0.001
H -2.7142 1.4072 1.0467  0.001
H -3.2697 2.2969 2.5038  0.000
P 1.0917 2.3289 -2.7938  -0.001
C 1.6842 4.0117 -2.6970  0.000
C -0.4913 2.2041 -3.6534  0.000
H 2.6917 4.0026 -2.2453  0.000
H 0.9913 4.5790 -2.0513  0.000
H 1.7194 4.4495 -3.7115  0.000
H -0.7832 1.1569 -3.8181  0.000
H -0.4369 2.7014 -4.6324  0.000
H -1.2775 2.6884 -3.0599  0.000
C 2.2790 1.3515 -3.7474  0.000
H 3.2078 1.2247 -3.1735  0.000
H 2.5362 1.8685 -4.6883  0.000
H 1.8825 0.3566 -3.9968  0.000
H 0.0581 -0.8913 2.3060  -0.007
C 2.6525 4.3490 5.0261  0.006
C 2.1119 3.3550 4.0193  0.016
O 1.5672 2.2767 4.4229  0.106
O 2.2188 3.5781 2.7432  0.014
H 1.8229 4.6208 5.6847  0.000
H 3.0460 5.2240 4.5156  0.001
H 3.4096 3.8535 5.6382  0.000



The following is a quantum chemistry calculation of 2 unconnected molecules or ions with the total composition C4H8N3OS in a non-equilibrium geometry, from the OMol25 dataset.

Output
- ΔE to the lowest compared entry with this formula, charge and spin (kcal per mole) = 49.2
- charge = +1

Last column: natural (NBO) charge in e.
Positions of all 17 atoms, in Å:
C 0.5162 0.5257 -1.7930  0.302
C 1.5143 -0.4527 0.4035  0.711
C 1.6191 0.6094 -0.7948  -0.634
C -0.6456 -0.8793 -0.4524  0.386
N -0.5275 -0.1842 -1.6097  -0.486
N 0.3358 -1.1251 0.3468  -0.614
N -1.3693 0.8236 1.5798  -1.100
O 2.3921 -0.5353 1.1999  -0.471
S -2.1870 -1.4456 -0.1684  0.276
H 0.8015 1.0036 -2.7423  0.233
H 2.5367 0.3381 -1.2696  0.287
H 1.7803 1.6360 -0.2596  0.314
H 0.4470 -1.8013 1.0977  0.460
H -2.1321 1.4757 1.7921  0.391
H -0.6179 0.9065 2.2193  0.372
H -1.8945 -0.0529 1.8149  0.351
H -2.5691 -0.8422 -1.3641  0.222



The following is a quantum chemistry calculation of a gas-phase ion, C4H8NO2Si (charge -1) in a non-equilibrium geometry, from the OMol25 dataset.

Output
- ΔE to the lowest compared entry with this formula, charge and spin (kcal per mole) = 6.3
- charge = -1
- SMILES = O=C([O-])[Si@@H]1CCCN1

Last column: natural (NBO) charge in e.
Positions of all 16 atoms, in Å:
C -2.9193 -0.5787 2.1175  0.537
C 0.6191 0.8052 -0.1006  -0.403
C 0.0741 -0.1518 -1.1818  -0.227
C 0.4011 0.1854 1.2901  -0.840
N -1.2492 -0.5736 -0.7734  -1.046
O -2.8954 -1.5370 2.9300  -0.767
O -3.7416 0.3240 1.9249  -0.749
Si -1.2393 -0.7743 0.9856  1.247
H 1.7308 1.0614 -0.1352  0.190
H 0.1567 1.8808 -0.2068  0.197
H -0.1271 0.3160 -2.1233  0.174
H 0.7776 -0.9982 -1.5217  0.144
H 1.1824 -0.5325 1.4511  0.213
H 0.5218 0.9955 1.9388  0.219
H -1.5754 -1.1828 -1.5085  0.382
H -0.5365 -2.2117 1.1996  -0.271



The following is a quantum chemistry calculation of a molecular structure, C40H40Br2N7O9SbZr, from the OMol25 dataset.

Output
- ΔE to the lowest compared entry with this formula, charge and spin (kcal per mole) = 4.0
- charge = +2

Last column: Mulliken charge in e.
Positions of all 100 atoms, in Å:
Zr -0.1143 0.5669 0.7211  -0.786
N -0.2030 -0.4041 2.8331  -0.480
C 0.9162 -0.0842 3.7701  -0.344
C 0.7626 1.3138 4.3445  -1.281
C 0.9043 2.4305 3.3259  -0.200
N -0.1442 2.3412 2.2706  -0.677
H -1.0934 -0.0928 3.2390  0.320
H -0.2669 -1.4132 2.7263  0.331
H 1.8572 -0.1740 3.2231  0.051
H 0.9223 -0.8075 4.5863  0.610
H 1.5310 1.4559 5.1052  0.463
H -0.1996 1.3947 4.8610  0.353
H 1.8791 2.3804 2.8411  0.047
H 0.8275 3.3924 3.8342  0.530
H -0.1032 3.1936 1.7143  0.279
H -1.0646 2.3412 2.7172  0.350
C -1.0987 -0.1702 -3.9142  -0.581
O -1.8623 -0.9217 -2.9396  -0.591
C -1.4677 -0.8928 -1.7048  0.131
O -0.5174 -0.1938 -1.2876  1.417
N -2.1926 -1.6573 -0.8815  0.121
N -1.7844 -1.7520 0.4538  -0.630
H -1.6374 -0.2889 -4.8469  0.330
H -0.0970 -0.5868 -3.9921  0.281
H -1.0552 0.8777 -3.6286  0.119
H -2.8654 -2.3040 -1.2718  0.361
H -1.4280 -2.6944 0.6094  0.229
H -2.5930 -1.5957 1.0493  0.333
C -1.8855 2.8724 -1.6718  -0.690
C -0.4286 3.1927 -1.5312  0.282
C 0.0882 4.2762 -2.2693  -1.291
C 1.4010 4.6362 -2.1666  -1.329
C 2.2545 3.9046 -1.3169  1.262
C 3.6372 4.1555 -1.1191  -0.111
Br 4.4817 5.5603 -2.0514  -0.161
C 4.3719 3.3903 -0.2585  -0.216
C 3.7752 2.3206 0.4299  0.298
Br 4.7770 1.2580 1.6097  -0.111
C 2.4509 2.0220 0.2415  0.113
O 1.8245 0.9797 0.7898  1.920
C 1.6745 2.8348 -0.6146  -1.116
N 0.3434 2.4851 -0.7103  1.237
H -2.2297 3.1174 -2.6755  0.705
H -2.4704 3.4786 -0.9751  0.415
H -2.0957 1.8313 -1.4562  -0.681
H -0.5824 4.8214 -2.9189  0.579
H 1.7911 5.4729 -2.7305  0.455
H 5.4225 3.5968 -0.1087  0.531
O -2.7476 1.1746 2.8882  -0.705
C -3.0496 1.2263 1.7012  -0.583
O -2.1812 1.0011 0.7455  1.148
C -4.4374 1.5279 1.2571  0.615
C -5.3878 1.9439 2.1832  -0.603
C -6.6671 2.2162 1.7432  -0.492
C -7.0452 2.0819 0.4199  -0.530
C -6.0786 1.6584 -0.4711  -0.661
C -4.7865 1.3816 -0.0778  -0.121
N -6.4239 1.4918 -1.8982  1.094
O -7.5463 1.7729 -2.2357  -0.590
O -5.5371 1.0943 -2.6335  -0.619
N -7.6766 2.6694 2.7287  1.066
O -8.7925 2.8708 2.3113  -0.592
O -7.2969 2.8131 3.8693  -0.595
H -5.1391 2.0570 3.2290  0.697
H -8.0550 2.2989 0.1011  0.647
H -4.0731 1.0489 -0.8150  0.702
C 4.3329 -5.3092 2.7034  -0.630
C 3.7786 -4.2012 3.3272  -0.570
C 3.0426 -3.2870 2.5865  -0.487
C 2.8591 -3.4789 1.2188  0.464
C 3.4151 -4.5963 0.5986  -0.601
C 4.1518 -5.5076 1.3400  -0.726
Sb 1.7459 -2.0772 0.0952  0.584
C 0.6723 -3.3825 -1.1949  0.391
C 0.5840 -3.1594 -2.5652  -0.538
C -0.2608 -3.9406 -3.3461  -0.551
C -1.0195 -4.9464 -2.7625  -0.794
C -0.9132 -5.1942 -1.3983  -0.709
C -0.0676 -4.4153 -0.6176  -0.871
C 3.1902 -1.1995 -1.1860  0.605
C 4.5384 -1.5239 -1.0844  -0.682
C 5.4726 -0.8605 -1.8702  -0.808
C 5.0656 0.1264 -2.7567  -0.829
C 3.7200 0.4517 -2.8636  -0.954
C 2.7838 -0.2049 -2.0773  -0.045
H 4.9068 -6.0223 3.2795  0.408
H 3.9200 -4.0499 4.3891  0.449
H 2.6222 -2.4174 3.0798  0.196
H 3.2687 -4.7602 -0.4634  0.502
H 4.5823 -6.3730 0.8547  0.433
H 1.1985 -2.3949 -3.0303  0.665
H -0.3143 -3.7765 -4.4149  0.496
H -1.6689 -5.5593 -3.3730  0.432
H -1.4681 -6.0083 -0.9499  0.479
H 0.0482 -4.6467 0.4391  0.564
H 4.8681 -2.2864 -0.3891  0.435
H 6.5204 -1.1165 -1.7864  0.452
H 5.7959 0.6401 -3.3675  0.445
H 3.4014 1.2196 -3.5584  0.523
H 1.7358 0.0682 -2.1574  0.217